1.
25
Properties=species:S:1:pos:R:3:forces:R:3 method="wB97M-V/def2-TZVPD" orbital_gap_ev=7.7 total_charge=+1 e_homo_ev=-12.828 lumo_energy_ev=-5.08
Cl 3.030088 2.950058 -1.169615 -0.0482 -0.2710 -0.6699
Cl 0.915950 4.274310 0.759625 -0.3579 0.0823 -0.1626
P 2.739925 3.372823 0.769516 0.3361 -0.2357 1.4771
N 2.592599 0.144438 3.367810 -2.1051 2.7338 -1.8805
N 0.172810 0.210657 -0.048316 0.5594 -0.7794 0.5228
C 2.528454 0.943403 2.442597 0.8157 -1.4957 1.5648
C -2.090428 -0.089412 -0.811174 1.6136 0.5210 1.9962
C 2.364332 -0.498992 -0.954102 -5.6455 -1.8143 -0.0253
C -0.665551 -0.633593 -0.952720 -1.9375 0.9705 1.2257
C -0.712042 1.086895 0.797486 1.2787 -2.4940 0.2062
C -2.110916 0.392956 0.629593 3.6663 -0.3571 -1.6369
C 1.446950 0.248760 0.002972 0.8385 1.5015 0.2497
C 2.379220 1.735658 1.415475 -1.7283 -2.0087 -2.7298
H -2.266229 -0.519754 1.104520 0.2022 -1.0550 2.2332
H 3.262647 -0.125887 -0.830926 4.6890 1.4792 0.5910
H -2.745342 1.112808 0.892027 -3.3881 2.4166 0.7908
H 3.385035 -0.144053 3.856418 1.6378 -0.9892 0.4678
H -0.446426 2.015134 0.348632 -1.3393 1.2784 -0.2787
H 2.019104 -0.189691 -2.036158 0.4982 -1.3538 1.9335
H -2.344133 0.669831 -1.409950 -0.1177 3.3096 -2.6347
H 2.302883 -1.608856 -0.556222 0.1854 1.9045 -1.5932
H -2.825119 -0.766212 -1.083481 -1.2370 -2.0011 0.1212
H -0.132308 1.094093 1.725817 -1.0918 0.0088 0.4650
H -0.885285 -1.637246 -0.636118 1.6019 -0.7832 0.0815
H -0.350009 -0.429408 -1.908647 1.0735 -0.5681 -2.3148


2.
24
Properties=species:S:1:pos:R:3:forces:R:3 method="wB97M-V/def2-TZVPD" orbital_gap_ev="6.6 / 6.6" total_charge=-1 e_homo_ev="-3.668 / -3.667" lumo_energy_ev="2.94 / 2.94"
Tl 0.142387 2.057631 -0.748311 -1.4332 1.0278 2.4830
Cl 1.399336 1.191807 1.297781 0.1638 0.6611 0.3055
Cl -2.037785 1.150420 0.079014 -0.6863 -0.1140 0.0145
O -0.610525 -1.349508 1.902970 0.3083 0.6552 -0.9494
C 0.989893 -0.941380 -2.024512 -0.3590 0.1715 1.4724
C 1.699775 -2.011228 -1.304806 1.5154 -0.5607 0.7970
C 3.211573 -1.678422 -1.010117 0.1733 0.2531 0.3018
C 1.441533 0.297897 -1.867520 -0.2962 1.4998 -3.8563
C 2.822947 0.760627 -1.572486 0.3782 -0.0285 1.0348
C 3.776528 -0.433053 -1.715844 -0.3200 0.7308 -0.1354
C -0.207596 3.769019 -1.839219 1.2181 1.3961 -2.1797
C -0.290815 -0.860220 0.919212 -0.6248 -1.4594 1.1272
H 3.319766 -1.506503 0.082476 0.0303 -0.2487 -0.5999
H 1.224111 -2.149068 -0.308891 0.0737 -0.0006 -0.7590
H 0.842241 3.960247 -2.280914 -1.0184 0.0982 0.6214
H 3.849944 -2.523003 -1.314828 -0.2683 0.0874 0.3782
H 4.755030 -0.131876 -1.314831 -0.1208 -0.4139 -0.0841
H 0.889582 1.159180 -2.384293 0.7277 -2.1406 -0.2997
H -0.759891 3.518177 -2.801387 0.1618 -0.2982 1.0902
H 3.882362 -0.600632 -2.791602 0.1456 -0.2568 0.0044
H -0.026231 -1.160035 -2.334160 0.0398 0.2436 -0.2719
H 1.661597 -2.967618 -1.808118 -0.2304 -0.3019 -0.2695
H 2.790102 1.101416 -0.514725 0.6101 -0.0801 -0.6614
H 3.084199 1.653911 -2.204934 -0.1887 -0.9213 0.4358


Computed values of total energy (unit: Ha) for the preceding records, in sequence: -1682.877653 -1480.076530.
Computed values of relative energy (zero: lowest compared OMol25 entry of this formula, charge and spin) (unit: eV) for the preceding records, in sequence: 2.2044 1.6360.